Record 1
Computed, not measured: 10 unconnected molecules or ions with the total composition C71H56F40O13S2 in a non-equilibrium geometry, with wB97M-V/def2-TZVPD.

The orbital gap comes out at 7.94 eV. The highest occupied orbital energy comes out at -8.98 eV. Its LUMO energy is -1.031 eV.

Last column: Mulliken charge in e.
Element x y z (Å)
H  3.9875  5.9388  -3.3618  0.494
F  0.8767  -6.8381  1.6008  -0.264
C  1.4097  -0.6789  3.5595  -0.191
C  2.1319  -1.4879  4.4237  -1.115
C  -2.6895  1.3155  -4.7547  -0.262
H  -5.9925  0.1907  -0.3890  -0.103
C  -5.9546  6.4368  -0.1708  -0.757
C  4.6367  5.2015  -2.8880  -1.433
C  -1.4271  5.3332  -3.9363  0.478
F  -3.8858  0.1288  1.3387  -0.104
H  0.0860  -4.2759  -1.7815  -0.241
F  3.4099  1.1703  -2.8439  -0.142
F  -4.5257  2.2218  5.7380  -0.226
F  -5.2457  -1.6196  -0.6894  -0.217
H  -5.1853  3.3316  -3.5466  0.458
C  2.0723  -6.5075  1.1204  0.723
O  -3.7179  2.8830  0.3299  -0.434
C  2.3148  -8.3773  -0.3339  -1.121
F  -1.6388  6.6650  -4.0007  -0.331
C  -0.7534  4.9181  -2.6262  0.559
H  7.5929  -0.8356  2.4951  0.435
H  -1.9076  1.6754  1.7363  0.011
F  0.2363  -11.3128  -1.4682  -0.270
H  -1.3826  -1.4788  -1.3759  -0.225
F  0.0298  -8.9150  0.0266  -0.304
F  2.7420  3.3786  0.3933  -0.248
H  -0.3149  -0.5946  2.1989  0.315
C  5.6267  6.8389  -1.2574  0.073
C  4.8325  5.5004  -1.3891  1.106
F  -7.0851  -1.2971  0.4058  -0.279
C  -3.5386  2.4387  -4.6995  0.832
C  4.7338  2.9136  -3.7459  0.892
F  -7.5781  1.8258  3.8829  -0.312
C  -4.5350  1.5560  -2.6882  -0.282
C  0.1012  -4.6417  4.3314  0.831
H  4.4502  0.8576  -4.4511  0.211
H  -6.2299  1.4253  6.0800  0.292
C  2.4817  -5.6113  7.1610  -0.744
H  2.5200  -7.3604  8.2605  0.360
F  8.1674  -4.8238  2.7385  -0.293
H  1.7496  4.1292  -1.9900  0.308
H  1.8227  0.2445  3.1709  0.487
C  -2.4124  -4.2981  -0.6437  -0.469
F  -0.6420  2.6314  -0.3205  0.060
F  2.3847  -4.4581  2.3125  0.031
H  -5.3101  4.5376  -0.8167  0.382
H  -3.6040  4.7471  -8.2879  0.422
F  3.6926  5.5346  -0.6873  -0.215
F  5.2238  3.4832  -4.8720  -0.298
C  1.8886  -4.8708  6.1334  0.399
C  1.9719  -6.8434  7.4814  -0.363
C  1.5955  2.6220  0.4072  0.323
F  -4.8691  -1.6523  2.0891  -0.361
H  5.8407  6.9564  -0.1897  0.344
C  -1.3283  1.6483  -8.2665  -0.687
C  -0.7168  3.3740  4.3034  -0.968
H  -0.7114  0.7610  -8.3232  0.427
F  -1.6393  4.8737  -1.6207  -0.135
O  -4.4000  4.3645  -5.8160  -0.680
H  -2.4197  4.1314  -10.2487  0.395
F  0.5727  -8.4509  -1.9907  -0.308
C  0.4577  -6.7315  5.6240  -0.479
H  2.6348  -8.8908  0.5747  0.484
H  -1.4233  5.2698  4.9801  0.458
O  -0.1389  3.6889  -2.8274  -0.186
F  -5.8338  3.0066  3.1806  -0.190
F  4.9417  7.9110  -1.7223  -0.264
C  1.1959  -1.0087  -2.5953  -1.061
F  5.5609  4.4919  -0.8487  -0.314
H  -6.3512  8.3832  0.5916  0.433
F  0.3347  4.5438  0.1338  -0.385
H  3.8189  -1.0536  0.1844  -0.181
H  -6.6486  6.5735  -0.9899  0.439
H  5.5847  5.3319  -3.4071  0.566
C  0.8236  -5.4158  5.4016  0.173
C  -5.8820  -0.7511  0.1607  0.457
H  -3.4880  -4.1942  -0.5101  0.360
H  -2.1322  -0.5222  -3.7125  0.757
O  1.1921  -1.9064  -0.0614  -0.162
C  -4.8436  7.3277  1.7435  -0.773
H  0.5479  -1.8457  -2.8548  0.336
C  4.7100  -1.5516  -0.2284  0.572
F  1.3806  -4.4043  0.2944  0.060
C  -1.8937  2.5252  2.4076  0.208
C  -5.2008  5.2985  -0.0539  -0.921
H  -0.4720  1.3773  3.4592  0.262
H  2.2610  -1.1622  -2.7378  0.322
C  0.9527  -7.4389  6.7169  -0.756
H  -1.8676  -3.4431  -0.2481  -0.202
H  -1.4355  -0.7239  0.1606  -0.024
C  -5.8612  2.2421  5.4452  -0.072
O  -5.8863  0.3414  2.1873  -0.491
H  -0.9718  2.1173  -10.3076  0.382
H  0.9065  -0.1703  -3.2337  0.236
C  -2.7959  0.3298  -3.7959  -0.565
O  -0.8694  0.2768  -5.8489  -0.728
C  -5.0795  -0.4754  1.4364  1.107
C  -3.6898  0.4430  -2.7226  -0.099
C  -4.4763  2.5235  -3.6662  -1.649
H  -4.3935  1.0910  3.4602  0.216
C  -2.3250  3.5137  -9.3658  -0.342
F  4.6615  -0.9838  -1.4679  -0.240
C  -2.4225  4.7316  3.1800  0.075
F  5.7372  2.6726  -2.9019  -0.250
H  1.8761  1.7772  -0.2300  -0.308
C  5.9145  -1.0733  0.5961  0.672
F  -0.6544  5.0296  -5.0079  -0.255
C  -4.2721  5.1174  0.9907  0.455
C  -3.5007  3.8254  1.0506  1.070
C  7.4291  -3.8032  2.2585  0.053
F  8.4431  -2.4428  4.0112  -0.336
C  3.8818  1.6926  -4.0264  0.001
C  -3.0349  3.8319  -8.2107  -1.053
C  -5.7445  7.4962  0.7100  -0.497
C  -0.9714  -0.6277  -0.8211  0.628
F  6.4831  -3.2018  4.3591  -0.270
C  2.2966  -5.0040  1.0607  0.104
C  -5.4402  0.7878  3.4589  -0.812
H  0.6217  -8.4473  6.9156  0.424
C  -4.1098  6.1579  1.8995  0.349
C  1.6645  -2.7417  4.7670  0.062
O  3.9653  3.9519  -3.0936  -0.185
C  7.2665  -2.7325  3.3613  1.158
O  3.4684  -3.1239  6.2489  -0.703
C  -2.8351  3.0854  -7.0316  1.006
C  6.7177  -1.3850  2.8533  -1.163
H  -1.3967  0.2537  -1.3039  -0.448
F  -6.3502  3.4301  5.8703  -0.265
F  1.3966  2.2152  1.6673  -0.015
C  -3.2696  5.9966  3.1192  0.476
C  -0.2117  -2.4133  3.2896  -1.599
H  1.3133  2.4327  -2.2691  0.203
H  0.0123  -4.9921  -3.3836  0.457
F  0.1616  5.8617  -2.3046  -0.341
O  2.2896  -6.9796  -0.1853  -0.259
H  -3.7058  -0.2629  -1.9064  0.484
O  -3.1741  6.8841  3.9293  -0.675
C  -0.9762  2.3304  3.4173  -0.781
C  -6.2532  1.9817  3.9889  1.010
H  -0.5002  -5.9765  -2.0442  0.231
F  2.7646  1.9396  -4.7431  -0.236
H  -5.2500  1.7120  -1.8906  -0.044
O  -2.3036  -3.1120  -2.9727  -0.400
H  -4.8131  8.1060  2.4943  0.458
H  3.1161  -8.5578  -1.0530  0.454
O  5.7113  -1.5285  1.8669  -0.175
C  1.2950  -10.5588  -1.0800  0.020
H  6.4058  -0.7775  3.7017  0.403
S  0.8259  -0.6530  -0.8225  0.545
H  -5.6173  -0.1092  4.0622  0.410
C  0.5309  3.3066  -0.4455  1.261
H  -2.3835  4.8163  -4.0405  -0.105
O  -0.8040  -5.1350  3.6944  -0.752
C  0.4678  -3.2184  4.1599  0.030
C  1.0500  -9.0702  -0.8735  1.142
C  -2.0516  1.9285  -7.1006  -0.095
H  -2.0328  -5.1621  -0.0948  0.438
C  -2.6022  3.7141  2.2554  1.076
H  3.2968  -4.7426  0.7120  -0.218
H  -0.3009  -7.2332  5.0378  0.489
H  3.3273  -5.1719  7.6711  0.510
F  4.3752  -2.8622  -0.3048  -0.166
H  7.8708  -3.3500  1.3643  0.124
F  7.1036  -1.5422  0.1447  -0.332
F  2.2567  -10.7303  -2.0300  -0.267
C  -0.4891  -4.9477  -2.4175  -0.317
C  -1.4747  4.5241  4.1952  -0.990
S  -2.2461  -4.5324  -2.4517  0.142
F  5.9646  0.2607  0.6038  -0.247
C  0.2392  -1.1281  2.9570  0.816
C  -1.5451  2.3557  -9.4216  -0.644
H  3.0901  -1.0868  4.7241  0.503
H  -1.1054  -2.7573  2.7846  0.530
H  1.5618  -10.9403  -0.0817  0.300
F  3.0245  -7.0659  1.8961  -0.303
F  6.2110  -4.2480  1.8636  -0.088
H  0.0718  3.1913  5.0214  0.526
F  6.7611  6.7498  -1.9782  -0.270
C  -3.6471  3.4173  -5.8095  0.961
C  2.4598  -3.5514  5.7305  0.688
C  0.9495  3.3958  -1.9228  -0.895
C  -1.7275  1.1301  -5.8731  1.005

=====

Record 2
Computed, not measured: 9 unconnected molecules or ions with the total composition C71H80ClN5O9P2S in a non-equilibrium geometry, with wB97M-V/def2-TZVPD.

The orbital gap comes out at 7.20 eV. The highest occupied orbital energy comes out at -8.39 eV. The SMILES is CC(=O)N(C)c1c(P(=O)(O)O)c(N)c2nc(CCCCn3cccc3)c(P(=O)(O)O)nc2c1CCCCS(=O)(=O)Cl.c1ccccc1.c1ccccc1.c1ccccc1.c1ccccc1.c1ccccc1.c1ccccc1.c1ccccc1.c1ccccc1. Its LUMO energy is -1.184 eV. The calculation puts the energy above the lowest of the compared OMol25 structures with the same formula, charge and spin at 105.7 kJ/mol.

Last column: Mulliken charge in e.
Element x y z (Å)
C  -1.2362  0.3924  -2.3884  -0.062
C  2.1885  4.9408  7.5295  -0.364
C  5.2169  -2.6969  -7.7962  -0.514
H  -1.5869  3.7075  -5.2430  0.298
H  2.5666  6.8338  -4.1075  0.479
C  1.3754  5.0487  -4.6173  -0.417
H  -5.8585  4.4667  6.4080  0.359
C  8.3736  -1.5943  -1.4031  -1.357
H  3.7156  4.1831  2.9234  0.539
H  -7.4773  -4.6373  1.5176  0.969
H  8.6635  -2.1632  -0.5118  0.309
C  5.2870  7.7084  2.8225  -0.449
O  -1.7322  2.5234  -0.0697  -0.555
C  2.0090  4.8386  6.1566  -0.531
H  -10.2368  -8.5325  4.8132  0.364
H  5.2431  2.9823  0.5595  0.735
H  6.1229  0.3584  -8.9423  0.363
C  -2.0316  -4.1481  -5.0397  -0.456
C  -6.9515  3.0416  7.5820  -0.429
H  -3.0371  -5.1163  -6.6690  0.376
H  -2.3221  1.2574  -4.0478  0.480
H  -1.6335  5.8281  -3.7656  0.353
C  -7.1483  -4.9558  -2.3153  -0.546
C  -6.1309  -4.7047  -0.1512  -0.557
H  -1.9784  2.4205  0.8595  0.309
C  -2.1671  -3.3173  -3.9355  -0.360
H  -6.1434  0.5205  4.7745  0.235
H  -7.1424  -2.2705  1.9846  0.611
H  -5.2600  -4.2214  -6.0613  0.394
C  -7.1015  0.8217  6.6693  -0.409
H  -8.6145  -8.1398  6.6354  0.362
H  -1.0588  -4.5445  -5.3025  0.390
H  7.2124  -2.1200  1.2993  0.303
C  -5.1672  -1.6067  2.4930  -0.587
C  5.3580  6.9485  3.9827  -0.356
N  0.0665  4.7368  -4.4958  0.360
C  -0.6022  3.4815  -4.8220  -1.208
H  2.6112  5.8426  7.9551  0.367
C  1.0932  2.6333  6.4388  -0.544
C  -3.1433  -4.4703  -5.8065  -0.407
H  -7.3826  -7.0981  1.9637  0.504
H  -1.2960  3.1930  -2.7963  0.233
H  1.9709  3.9634  9.4274  0.359
C  1.2808  2.7319  7.8112  -0.329
H  2.1589  4.3900  -4.9826  0.420
H  -5.3443  2.8530  4.6079  0.383
H  -3.8873  -1.5250  5.6273  0.372
C  2.0846  -0.8461  -1.7477  0.547
H  3.0750  -3.0359  -3.7865  0.327
N  1.9154  1.1262  -0.4047  -0.229
H  -9.5008  -4.8973  0.1215  0.386
C  4.7429  -1.1206  -0.7345  -0.698
P  5.2656  -3.4845  -2.1857  1.024
S  6.9422  3.4660  -3.0379  1.236
H  3.8706  -5.0486  -1.9492  0.378
H  3.5694  5.5434  0.8639  0.521
H  -7.4451  -0.2025  6.7451  0.316
C  4.7933  5.6806  4.0174  -0.660
C  6.0610  -1.3303  -6.0057  -0.311
H  5.7737  -3.8104  -0.1198  0.359
H  -9.6258  -7.9980  2.4784  0.376
C  -8.3442  -7.9123  5.6118  -0.405
C  -4.2511  -1.3997  3.5167  -0.466
H  6.3076  -1.2046  -4.9596  0.452
H  4.8505  5.0857  4.9205  0.482
C  -4.5987  -1.6927  4.8283  -0.565
H  -9.2890  -5.1052  -2.3330  0.384
C  0.3358  6.8148  -3.7429  -0.597
C  6.4129  -1.4017  1.0612  -1.239
C  -7.3856  -4.7295  0.4425  -0.610
H  -1.5490  -0.6054  -2.7248  -0.391
C  1.8269  3.8859  8.3569  -0.412
H  4.9055  0.5582  1.5259  0.483
C  -8.4030  -4.9897  -1.7210  -0.363
H  3.6131  1.5861  1.0216  0.472
O  6.1663  -4.0491  -0.9712  -0.606
H  6.7702  -0.4256  1.4266  0.328
H  5.5300  -1.6549  1.6596  0.462
H  -3.5204  -2.1513  -2.7431  0.534
H  -7.9731  1.4148  8.5384  0.361
O  6.0771  -3.0118  -3.3037  -0.632
O  8.1492  3.3964  -2.2796  -0.588
H  4.7550  4.3147  -2.4728  0.583
O  6.9814  0.2784  -1.7756  -0.305
C  -6.4279  -2.1114  2.7820  -0.406
H  4.5821  7.7983  0.7975  0.393
H  -7.1827  3.7502  8.3677  0.357
C  -0.6749  2.6505  -3.5290  0.467
H  -3.2664  -1.0082  3.2921  0.441
O  4.4271  -4.7812  -2.7006  -0.570
H  5.3810  -3.3473  -5.7550  0.390
H  3.8367  2.5826  -1.4051  -0.403
O  0.3822  2.9297  1.1609  -0.661
H  -5.4994  -2.7355  -4.1002  0.455
H  0.7874  4.5775  -0.4679  0.274
H  2.2967  5.6584  5.5102  0.480
H  0.1118  7.7778  -3.2997  0.422
H  -1.9736  0.6968  -1.6382  0.631
C  6.2680  -0.2882  -6.9004  -0.464
H  8.1015  -2.3342  -2.1744  0.234
H  0.3315  2.5839  -3.0994  0.087
C  4.0746  5.9371  1.7385  -0.382
H  -7.7534  -2.8138  4.3172  0.429
C  -4.5266  -3.1316  -4.3651  -0.493
H  9.1762  -0.9839  -1.8193  0.410
H  1.3161  3.6078  4.5392  0.613
H  5.8541  7.3446  4.8600  0.377
N  2.3302  -2.8792  -3.1093  -0.423
C  -6.2098  3.4449  6.4800  -0.364
C  -0.5666  5.8224  -3.9633  -0.379
C  4.9232  2.4005  -1.4604  0.300
H  -1.2990  -3.0679  -3.3356  0.391
H  -0.6732  0.7055  -4.4222  0.382
C  1.4595  3.6859  5.6106  -0.366
P  -0.1542  2.7212  -0.1999  0.677
O  6.7345  2.3260  -3.8674  -0.401
H  5.1789  -1.7830  -9.7383  0.355
H  6.4486  1.8105  0.0610  0.150
H  -7.0552  -5.0389  -3.3913  0.429
C  4.1541  5.1737  2.8956  -0.283
C  -8.5221  -4.8743  -0.3421  -0.635
C  4.4481  0.9933  0.6317  -1.516
C  -4.3918  -3.9652  -5.4665  -0.387
C  -7.0858  -7.4017  5.3227  -0.434
C  5.5339  3.7476  -1.9517  -1.072
C  -1.2849  1.2577  -3.6893  -1.258
C  -6.7382  -7.1127  4.0099  -0.392
C  -7.6525  -7.3268  2.9869  -0.300
H  2.2036  -3.7621  -2.6263  0.313
O  0.2221  4.0334  -1.0363  -0.387
C  1.6219  6.3104  -4.1650  -0.613
C  -3.4144  -2.8051  -3.6009  -0.420
C  2.9039  -1.9561  -2.1451  -0.257
C  -5.9199  2.5377  5.4694  -0.593
C  -7.3963  1.7299  7.6777  -0.409
C  -8.9121  -7.8338  3.2764  -0.507
C  -6.0119  -4.8160  -1.5298  -0.340
N  6.1024  -1.3841  -0.3673  1.238
C  5.3875  2.0607  -0.0312  -0.753
H  5.7328  8.6947  2.7926  0.368
H  1.0001  1.9087  8.4565  0.356
C  4.1757  -2.0961  -1.6609  0.267
H  6.6741  0.6526  -6.5486  0.481
H  -6.3750  -7.2296  6.1214  0.378
C  0.1775  0.2790  -1.8261  0.955
C  0.7042  1.2237  -0.8786  -0.612
H  -6.1285  -2.4317  6.1396  0.550
C  5.4269  -1.6562  -8.6914  -0.367
H  0.0025  2.9175  -5.5442  0.395
H  5.8959  4.2827  -1.0661  0.429
C  2.6239  0.0542  -0.8325  -0.110
C  5.5378  -2.5356  -6.4540  -0.305
C  -5.8586  -2.2012  5.1165  -0.602
H  5.0486  1.5841  -2.1770  0.407
C  -6.7722  -2.4135  4.0931  -0.328
H  4.8036  -3.6356  -8.1452  0.355
H  -5.7548  -6.7193  3.7837  0.395
H  -4.8985  -1.3751  1.4694  0.517
C  3.9604  -0.0777  -0.3340  0.410
Cl  7.0074  5.1728  -4.2116  -0.279
N  0.8441  -0.7575  -2.2969  -0.478
H  0.6622  1.7353  6.0140  0.378
H  -5.2442  -4.5972  0.4623  0.406
C  4.6423  7.2038  1.7007  -0.539
H  -5.0331  -4.7936  -1.9928  0.496
C  5.9554  -0.4525  -8.2438  -0.436
C  -9.2566  -8.1310  4.5882  -0.343
C  -6.3673  1.2267  5.5632  0.209
C  7.0958  -0.7754  -1.1999  0.096